*one*
The following is a quantum chemistry calculation of 3 unconnected molecules or ions with the total composition C4H14O2S, from OMol25.

CARTESIAN COORDINATES (ANGSTROEM)
S -0.1786 -1.4888 -0.9134
H 1.6414 1.0534 -2.4158
H -0.4368 -1.5424 1.5240
H 1.6984 0.1770 -0.5331
H -0.3636 2.6597 -1.7730
H 0.0332 0.7530 -0.3163
H -1.5011 1.4659 -2.1202
H -0.5092 2.0453 -3.4460
C -0.5046 1.7540 -2.3637
C 0.6809 0.0924 -0.8739
H -0.6578 -2.9984 0.7570
C 0.0143 -2.1330 0.7100
H -2.4149 -0.4842 2.0878
O -2.9964 0.3072 2.1008
H 0.3283 -0.0668 -3.0578
H 1.6473 -1.0025 3.2351
C 0.6198 0.7112 -2.3157
H 2.6282 0.1198 3.4437
H -2.4094 1.0603 1.9652
O 1.6924 -0.0426 3.2876
H 0.9881 -2.4404 1.0177

Values from the calculation:
Structure (SMILES): CCCSC.O.O
LUMO (eV): 0.523
Orbital gap (eV): 9.12

Atom charges from the Mulliken analysis, given in e for atoms 1 to 5: -0.092, 0.257, 0.074, 0.451, 0.372

*two*
The following is a quantum chemistry calculation of 3 unconnected molecules or ions with the total composition C4H14O2S, from OMol25.

CARTESIAN COORDINATES (ANGSTROEM)
H 1.9615 -2.0523 -0.9201
O 0.1237 -0.0997 -3.9775
O -0.4801 0.1228 5.4853
H 0.8854 -2.9890 0.0964
H 0.0128 -0.5638 5.0249
H -2.0625 0.2533 -1.6450
H -1.2090 1.4580 -2.5434
S -0.2721 1.2893 -0.3580
C -0.1196 -0.4964 -0.0845
C -1.6272 1.2470 -1.5597
H 1.9148 -0.1695 0.5393
H -1.2850 -0.3255 5.7641
H 0.9291 -0.9486 1.7606
C 1.6578 -2.2229 0.1062
C 1.1250 -0.9219 0.6897
H -1.0014 -0.7959 0.4793
H 0.5584 0.7463 -3.8089
H 0.7505 -0.6030 -4.5071
H 2.5437 -2.5805 0.6156
H -2.3783 1.9905 -1.3165
H -0.1517 -1.0029 -1.0415

Values from the calculation:
Structure (SMILES): CCCSC.O.O
LUMO (eV): 0.698
Orbital gap (eV): 8.96

Atom charges from the Mulliken analysis, given in e for atoms 1 to 5: 0.329, -0.604, -0.639, 0.319, 0.321

*three*
The following is a quantum chemistry calculation of 3 unconnected molecules or ions with the total composition C4H14O2S, from OMol25.

CARTESIAN COORDINATES (ANGSTROEM)
H 2.6982 0.1784 -0.6377
C 0.8389 -0.2351 0.4056
C 0.5383 -1.8884 2.2852
H 2.1787 1.4812 0.3391
C 1.8072 0.6875 -0.3130
H 0.1008 0.3573 0.9735
H -0.3069 0.0525 -7.2163
H 0.9336 -2.7605 2.7905
H 1.4199 0.7224 -2.6811
S 1.1976 1.6452 -1.7417
C 1.5680 -1.1230 1.4240
H -0.2277 -2.2392 1.5833
H -0.3812 -0.0748 -5.7117
O -5.6080 2.4913 3.4050
O -0.8229 -0.3646 -6.5188
H 2.0836 -1.9060 0.8758
H 0.2966 -0.8495 -0.3204
H 2.2838 -0.5568 1.9998
H -5.0665 2.1641 2.6773
H -5.5902 3.4481 3.3691
H 0.0583 -1.2304 3.0126

Values from the calculation:
Structure (SMILES): CCCCS.O.O
LUMO (eV): 0.493
Orbital gap (eV): 9.70

Atom charges from the Mulliken analysis, given in e for atoms 1 to 5: 0.395, -0.317, -1.205, 0.339, -0.907

Of the structures shown above, *three* is the most stable.